Record 1
Formula: C10H20N3
Source: OMol25
Level of theory: ωB97M-V with the def2-TZVPD basis set

Calculated values
Relative energy (zero: lowest compared OMol25 entry of this formula, charge and spin) (eV): 2.155
Molar mass (g mol⁻¹): 182.29
Charge: +1
SMILES string: CCc1c[nH]/c(=[N+](\C)C(C)(C)C)[nH]1

Each atom is followed by the atoms it is bonded to, with distances in Å.
Cartesian coordinates (Å):
1 C -3.63437 1.42050 -0.57052  C2 1.542, H14 1.004, H15 1.018, H16 1.013
2 C -3.60994 0.42930 0.61013  C1 1.542, C3 1.503, H17 1.091, H18 1.071
3 C -2.39443 -0.41711 0.35519  C2 1.503, C4 1.354, N13 1.416
4 C -2.29780 -1.69734 -0.07559  C3 1.354, N5 1.389, H19 1.064
5 N -0.95647 -2.04095 -0.18959  C4 1.389, C6 1.401, H20 0.985
6 C -0.19579 -0.89047 0.05615  N5 1.401, N7 1.348, N13 1.332
7 N 1.14730 -0.83454 0.15574  C6 1.348, C8 1.444, C9 1.514
8 C 1.83467 -2.08810 -0.04827  N7 1.444, H21 1.038, H22 1.054, H23 1.059
9 C 1.96779 0.43668 0.10327  N7 1.514, C10 1.511, C11 1.550, C12 1.543
10 C 1.69929 1.19605 1.38152  C9 1.511, H24 1.121, H25 1.176, H26 1.068
11 C 3.46560 0.17649 -0.19875  C9 1.550, H27 1.067, H28 1.129, H29 1.130
12 C 1.33170 1.16200 -1.10094  C9 1.543, H30 1.073, H31 1.147, H32 1.151
13 N -1.06490 0.07001 0.36462  C3 1.416, C6 1.332, H33 1.023
14 H -2.93017 2.10142 -0.34999  C1 1.004
15 H -4.54106 1.88407 -0.56302  C1 1.018
16 H -3.51078 0.94111 -1.45397  C1 1.013
17 H -4.58435 -0.01432 0.39903  C2 1.091
18 H -3.53607 0.97917 1.52572  C2 1.071
19 H -2.90917 -2.55267 -0.23911  C4 1.064
20 H -0.59734 -2.68730 -0.84106  N5 0.985
21 H 1.56011 -2.68104 -0.85512  C8 1.038
22 H 2.88719 -2.05574 -0.09305  C8 1.054
23 H 1.77638 -2.78401 0.74795  C8 1.059
24 H 1.40725 2.25135 1.14171  C10 1.121
25 H 0.75923 0.71863 1.90259  C10 1.176
26 H 2.54861 1.23627 2.02730  C10 1.068
27 H 3.84445 0.21067 -1.19556  C11 1.067
28 H 3.96395 -0.72346 0.26759  C11 1.129
29 H 3.89699 1.07074 0.34040  C11 1.130
30 H 1.61737 0.92332 -2.10769  C12 1.073
31 H 0.19297 1.07114 -1.20103  C12 1.147
32 H 1.52580 2.29608 -1.11883  C12 1.151
33 H -0.66403 0.89207 0.82317  N13 1.023

Record 2
Formula: HN5OS
Source: OMol25
Level of theory: ωB97M-V with the def2-TZVPD basis set

Calculated values
Relative energy (zero: lowest compared OMol25 entry of this formula, charge and spin) (eV): 3.552
Molar mass (g mol⁻¹): 119.11
Charge: -2

Each atom is followed by the atoms it is bonded to, with distances in Å.
Cartesian coordinates (Å):
1 N 2.05799 -1.46996 -0.61447  N5 1.189
2 N 1.31917 0.28040 0.57956  N3 1.310, N5 1.366
3 N 0.17941 -0.33381 0.37692  N2 1.310, N4 1.272, H8 1.090
4 N -0.11080 -1.57088 0.32792  N3 1.272, O6 1.273
5 N 2.29733 -0.50696 0.04110  N1 1.189, N2 1.366, S7 1.786
6 O -1.35267 -1.83753 0.24944  N4 1.273
7 S 3.95785 0.15156 0.04526  N5 1.786
8 H -0.63389 0.36661 0.56495  N3 1.090

Which value of molar mass does entry 1 give?
182.29 g mol⁻¹

Look up the relative energy (zero: lowest compared OMol25 entry of this formula, charge and spin) of the second one.
3.552 eV